1) 16
Properties=species:S:1:pos:R:3 method="wB97M-V/def2-TZVPD" smiles=CC.CC multiplicity=1 homo_lumo_gap_ev=12.283
C -1.3442 2.4377 -0.1317
C -1.3336 1.1016 0.6031
H -1.5498 2.3467 -1.1865
H -2.2471 3.0004 0.1690
H -0.5241 3.1760 -0.0295
H -1.4065 1.2859 1.6775
H -0.2858 0.6664 0.5233
H -2.0174 0.4305 0.0734
C 1.1951 -1.2635 -0.7736
C 1.4985 -2.2872 0.3130
H 0.1323 -1.0369 -0.8702
H 1.7205 -0.3379 -0.5939
H 1.2768 -1.8168 -1.7229
H 0.7347 -2.9674 0.7208
H 1.8331 -1.8012 1.2445
H 2.3176 -2.9345 -0.0164

2) 16
Properties=species:S:1:pos:R:3 method="wB97M-V/def2-TZVPD" smiles=CC.CC multiplicity=1 homo_lumo_gap_ev=12.963
C -0.0602 -1.9756 -1.2895
C 1.0402 -1.7275 -0.2500
H 0.2990 -2.6426 -2.0757
H -0.9184 -2.4541 -0.8348
H -0.3894 -1.0713 -1.7884
H 1.4305 -0.7151 -0.2056
H 1.9096 -2.3697 -0.4220
H 0.7064 -1.9723 0.7582
C 0.1588 2.2378 0.7241
C -1.1652 1.4746 0.8360
H 0.5869 2.1391 -0.2818
H 0.0106 3.2991 0.9307
H 0.9048 1.8696 1.4218
H -1.6752 1.7776 1.7455
H -1.0391 0.3946 0.7533
H -1.7992 1.7359 -0.0216

3) 16
Properties=species:S:1:pos:R:3 method="wB97M-V/def2-TZVPD" smiles=CC.CC multiplicity=1 homo_lumo_gap_ev=12.507
C 0.9866 2.2791 0.5025
C -0.1646 2.6424 -0.4043
H 0.8637 2.7024 1.5064
H 1.0198 1.1955 0.6325
H 1.9967 2.6603 0.3346
H 0.2212 2.8456 -1.4116
H -0.7522 3.5648 -0.2177
H -0.9639 1.9187 -0.5055
C -0.9194 -3.0058 -0.0477
C 0.1842 -1.9151 -0.0856
H -1.1500 -3.3810 -1.0465
H -0.7521 -3.8283 0.6481
H -1.8518 -2.5301 0.2572
H 1.0951 -2.4489 0.1916
H -0.0860 -1.2241 0.7092
H 0.2727 -1.4755 -1.0633

4) 16
Properties=species:S:1:pos:R:3 method="wB97M-V/def2-TZVPD" smiles=CC.CC multiplicity=1 homo_lumo_gap_ev=12.594
C -2.2418 0.7992 -0.3421
C -1.4879 2.0969 -0.0427
H -1.4198 0.1107 -0.4782
H -2.7337 0.3571 0.5172
H -2.8749 0.9472 -1.2110
H -2.0043 2.9244 0.4531
H -0.6718 1.9093 0.6491
H -1.1100 2.6274 -0.9203
C 1.4658 -1.5785 0.8103
C 2.1804 -1.3822 -0.5083
H 0.3740 -1.5998 0.7284
H 1.7472 -2.4908 1.3431
H 1.6493 -0.7664 1.5171
H 1.6575 -1.7655 -1.3843
H 3.1558 -1.8717 -0.4711
H 2.3141 -0.3172 -0.6604

Relative to the most stable structure, the computed energies are 1) 57.2; 2) 0.0; 3) 38.0; 4) 23.1, all in kJ/mol.

1) 7
Properties=species:S:1:pos:R:3 method="wB97M-V/def2-TZVPD" multiplicity=1 homo_lumo_gap_ev=9.900
C 0.4517 0.0995 0.2904
N -0.7668 0.7051 -0.2009
N -0.6249 -0.7594 0.0763
H 1.8718 -0.0999 -0.9853
H 0.8841 0.1949 1.1762
H -1.3182 1.0677 0.4669
H -0.4977 -1.2078 -0.8235

2) 7
Properties=species:S:1:pos:R:3 method="wB97M-V/def2-TZVPD" multiplicity=1 homo_lumo_gap_ev=10.372
H -0.6481 0.5495 -1.5257
N -0.9053 -0.3123 -1.1427
C -0.3582 -0.5627 0.0046
N 0.6670 0.2581 0.4690
H -0.4109 -1.5776 0.4973
H 1.2006 0.2376 1.3023
H 0.4549 1.4073 0.3952

3) 7
Properties=species:S:1:pos:R:3 method="wB97M-V/def2-TZVPD" multiplicity=1 homo_lumo_gap_ev=10.421
H 0.1921 -0.6972 -1.6641
N -0.0543 -1.2609 -0.8562
C -0.0842 -0.5410 0.1946
N 0.0978 0.8290 0.3429
H -0.2679 -1.0129 1.1636
H -0.1462 1.2514 1.2470
H 0.2627 1.4317 -0.4278

Relative to the most stable structure, the computed energies are 1) 531.9; 2) 87.2; 3) 0.0, all in kJ/mol.

1) 14
Properties=species:S:1:pos:R:3 method="wB97M-V/def2-TZVPD" total_charge=+1 multiplicity=1 homo_lumo_gap_ev=5.411
C -1.8207 -1.3494 1.0158
C -0.5900 -1.1267 0.1572
C -0.5162 0.1478 -0.2480
N 2.1577 3.0020 -0.5589
N 0.2018 -2.1374 -0.2237
H -2.6947 -0.8606 0.5693
H -1.9834 -2.4216 1.1118
H -1.6829 -0.9304 2.0143
H -0.7228 0.5185 -1.2607
H 2.7398 3.6746 -0.0909
H 2.3081 3.0757 -1.5544
H 1.1681 3.0063 -0.3866
H 0.6869 -2.6503 0.5114
H 0.7483 -1.9486 -1.0566

2) 14
Properties=species:S:1:pos:R:3 method="wB97M-V/def2-TZVPD" total_charge=+1 multiplicity=1 homo_lumo_gap_ev=4.183
C -1.5532 -1.0092 -0.9548
C -1.1429 -0.5000 0.4310
C 0.1728 -0.3223 0.6343
N 3.3546 1.4344 -0.6254
N -2.0791 0.1583 1.3075
H -2.1532 -2.0248 -1.0111
H -2.0426 -0.3064 -1.6207
H -0.4824 -1.1448 -1.3694
H 0.6302 -0.0811 1.6871
H 3.5468 1.1854 -1.5514
H 4.1343 1.0743 -0.0043
H 2.5129 0.8880 -0.2636
H -3.0319 -0.2207 1.2923
H -1.8664 0.8687 2.0485

3) 14
Properties=species:S:1:pos:R:3 method="wB97M-V/def2-TZVPD" total_charge=+1 smiles="CCNC=[NH2+]" multiplicity=1 homo_lumo_gap_ev=11.505
C 1.2654 0.9391 0.9337
C 1.2588 -0.4198 0.2206
N 0.0082 -0.6975 -0.3715
C -1.1364 -0.0171 -0.3842
N -2.2314 -0.3398 -1.0523
H 0.7166 0.8386 1.8899
H 2.2821 1.3854 1.1896
H 0.8121 1.7612 0.2650
H 2.1053 -0.4477 -0.6144
H 1.3672 -1.2004 1.0278
H 0.0301 -1.6524 -0.7869
H -1.0916 0.9275 0.2562
H -2.1987 -1.0939 -1.6448
H -3.1877 0.0168 -0.9286

Relative to the most stable structure, the computed energies are 1) 407.1; 2) 611.3; 3) 0.0, all in kJ/mol.